# C5H28NO11

A 10-piece molecular cluster, C5H28NO11 overall at a distorted geometry (wB97M-V/def2-TZVPD, the OMol25 dataset).

Element x y z (Å)
O  -1.28243  -1.07786  -2.23748
C  -1.52690  -1.98176  -1.41773
O  -1.37502  -3.24701  -1.78571
C  -2.50678  -1.87975  -0.15835
C  -2.83709  -0.47956  0.09305
C  -2.02944  0.13909  1.19450
C  -0.78413  0.46998  0.90199
N  0.28400  0.96595  1.84290
H  -0.73172  -3.37920  -2.59701
H  -3.22619  -2.75691  -0.26701
H  -1.94593  -2.30149  0.76494
H  -2.82481  0.17910  -0.75951
H  -3.88575  -0.38478  0.32761
H  -2.32350  0.23355  2.23128
H  -0.44110  0.40280  -0.15518
H  0.14677  0.53537  2.72823
H  0.39936  1.93675  1.74565
H  1.24567  0.68120  1.52935
H  0.52270  1.66380  -1.30305
H  0.39154  3.04898  -1.83455
O  0.84094  2.51974  -1.13786
H  -0.64988  4.19958  1.70847
H  -0.02388  3.36521  0.32302
O  -0.04097  3.41322  1.39781
H  -1.36896  -2.68662  3.16029
H  0.13199  -2.52872  3.60416
O  -0.67740  -1.99372  3.33530
H  0.91231  -2.78707  0.50689
H  -0.10450  -1.88387  1.21695
O  0.10845  -2.39889  0.34391
H  2.66001  -0.81022  0.43190
H  3.03734  -0.90692  2.01181
O  2.28790  -1.01054  1.48126
H  2.40561  0.01304  -1.03115
H  3.55514  0.87122  -0.76549
O  3.25157  -0.06228  -0.69481
H  -1.90249  1.00236  -3.77807
H  -0.73523  0.06159  -3.85348
O  -0.90982  1.05774  -3.77869
H  2.57781  2.64333  1.10562
H  3.77213  2.93153  0.20955
O  3.33392  2.27362  0.83320
H  0.30966  -0.38096  -2.02359
H  0.92011  0.19562  -3.19241
O  1.03897  0.13374  -2.25852

Force components x, y, z for each atom (eV/Å):
-0.1 -1.1 2.4
-2.1 -0.3 -1.6
2.0 -0.8 -1.3
2.9 -3.5 0.0
-2.4 1.8 0.9
1.5 0.2 0.4
1.3 0.5 -1.2
0.2 -3.2 -2.4
-1.9 0.8 2.2
0.1 1.8 -0.4
-0.8 0.7 -1.8
0.7 -0.1 -0.7
-0.5 -0.1 0.6
-0.6 -0.2 0.0
-0.1 0.0 1.2
-0.1 0.1 1.3
-1.0 2.7 1.0
-0.6 -1.3 0.1
-0.4 -2.2 -0.9
0.6 -0.4 0.4
-0.3 3.3 0.3
1.9 -2.4 -1.2
0.0 0.3 3.2
-1.7 2.9 -2.5
1.0 0.9 0.4
-1.5 1.0 -0.4
0.6 -1.8 0.0
3.3 -1.4 0.6
0.9 -1.4 -2.2
-3.2 2.7 1.8
-0.3 -0.1 3.6
2.0 0.2 1.2
-1.3 0.2 -3.9
-3.0 0.1 -2.2
0.0 -1.0 0.7
3.0 0.4 0.4
1.3 0.5 0.0
-0.5 2.1 0.1
-1.4 -2.1 -0.6
-4.4 2.6 1.4
-1.0 -1.1 1.4
5.5 -1.1 -2.8
-2.1 -1.6 0.8
0.5 0.6 -1.0
2.3 0.8 0.6

DFT total energy: -1089.389647 a.u.
Charge: +1
Energy relative to the best compared isomer or geometry (same formula, charge and spin): 2.4265 eV
LUMO: -2.5 eV